# 1
C20H40FGaNO6 | wB97M-V/def2-TZVPD

Computed properties:
Gap between HOMO and LUMO   7.040 eV
Charge   -1

XYZ file:
```
69
Properties=species:S:1:pos:R:3:forces:R:3
Ga 0.7036 -0.4836 -3.9029 0.00 -0.13 0.69
F 3.3694 -0.5572 -0.9708 -0.29 0.16 0.66
O -6.1618 -2.8512 -2.1835 0.02 0.22 -0.27
O -5.4739 -0.8716 0.2169 0.33 -0.16 0.14
O 3.4205 2.3382 6.1826 0.28 0.09 -0.29
O 2.5074 1.6886 3.3339 0.04 0.01 0.16
O 2.6184 -0.6283 5.3123 -0.34 0.10 -0.11
O -3.5141 -1.3343 -2.0907 -0.23 -0.05 0.13
N 4.4184 1.5208 -6.6929 -1.94 -1.11 1.38
C 4.6058 3.0632 6.4349 -0.26 -0.19 0.18
C 1.8550 1.1966 -1.6548 -0.21 -0.43 0.36
C 2.0429 1.4379 -5.9401 0.68 -1.06 0.90
C 2.3225 0.2590 -0.4821 -0.44 0.78 -1.06
C 0.4601 0.7476 -2.2474 0.31 0.45 0.04
C 1.5424 -1.5257 5.4825 0.21 0.10 0.10
C 2.4812 3.0586 5.3947 -0.08 -0.39 0.22
C -4.8614 -3.3832 -2.4083 -0.11 0.04 0.36
C 2.2057 0.3187 -5.0489 1.12 0.69 -1.11
C -3.8150 -2.6335 -1.6015 0.18 -0.01 -0.09
C -4.5089 -0.3310 -1.9429 0.17 0.10 -0.10
C 3.1393 1.9433 -6.6536 -0.77 1.63 -1.08
C 3.5588 -0.1645 -5.0662 -1.20 0.73 -0.33
C 3.5757 0.7813 3.5864 0.01 -0.04 -0.17
C 3.1286 -0.6141 3.9842 0.21 0.13 0.28
C -4.7481 0.1143 -0.5103 -0.34 -0.19 -0.16
C -5.0691 -0.9752 1.5652 -0.30 0.04 -0.23
C 1.7407 2.1302 4.4470 -0.08 0.08 -0.15
C -6.9769 -2.8766 -3.3341 0.03 -0.02 0.27
C 4.5227 0.4505 -5.8802 1.74 -1.03 0.33
H 0.7812 -1.3816 4.7083 0.01 -0.10 -0.05
H 1.8417 2.2587 -1.3163 -0.03 -0.64 -0.05
H 1.4654 -0.3876 -0.2125 0.66 0.11 0.08
H -0.1203 0.1791 -1.4811 0.36 0.40 -0.40
H 3.9913 -1.2906 3.9550 0.02 -0.01 -0.25
H 4.4147 3.8617 7.1604 0.15 0.13 -0.06
H -4.0685 -2.6066 -0.5408 -0.25 -0.02 -0.03
H -0.6622 -0.7691 -4.6854 -0.02 0.23 -0.20
H 1.0563 1.9163 -6.0421 0.59 -0.16 -0.06
H 2.9365 2.8307 -7.2941 0.15 -0.55 0.36
H -3.9820 -1.0623 1.6482 0.06 0.07 0.05
H -5.4223 -0.1083 2.1349 0.14 0.00 0.15
H -4.1258 0.5319 -2.4942 0.12 -0.04 0.07
H 1.2935 1.2874 4.9753 0.18 0.00 0.19
H -2.8783 -3.1914 -1.6817 0.00 0.06 -0.12
H -7.2949 -3.9009 -3.5582 -0.02 0.01 -0.18
H 4.1095 0.6961 2.6363 -0.13 -0.02 -0.04
H -3.7837 0.3227 -0.0349 0.00 -0.03 0.00
H -4.5959 -3.3367 -3.4698 -0.01 0.05 0.01
H 1.0835 -1.3186 6.4498 0.10 -0.02 0.02
H -5.4377 -0.6225 -2.4356 -0.12 -0.06 0.23
H -5.5184 -1.8785 1.9788 -0.06 0.05 -0.03
H 5.0187 3.4830 5.5132 0.01 0.10 -0.02
H -5.3535 1.0293 -0.5129 0.18 0.16 -0.08
H 5.3361 2.3707 6.8537 -0.07 0.00 0.04
H -7.8587 -2.2671 -3.1334 0.00 -0.07 0.07
H 2.6628 1.1269 -2.4185 -0.49 0.11 0.41
H 2.3771 -0.9675 3.2703 -0.01 0.02 0.01
H 2.9761 3.8441 4.8132 0.02 -0.02 0.00
H 1.8993 -2.5610 5.4715 -0.15 -0.08 -0.07
H 1.2264 -1.8940 -3.3018 0.14 0.01 -0.09
H 3.8358 -1.0343 -4.4512 -0.04 0.49 -0.35
H -4.8759 -4.4339 -2.0917 0.20 -0.07 -0.09
H 4.2851 1.1984 4.3021 -0.10 -0.12 0.20
H 0.9119 2.6979 4.0147 0.09 0.04 -0.07
H 2.6886 0.8376 0.3950 -0.07 -0.52 -0.48
H -0.1462 1.6537 -2.4781 0.33 -0.51 0.05
H -6.4567 -2.4464 -4.1966 0.00 -0.09 -0.06
H 5.5373 -0.0057 -5.8628 -0.59 0.33 0.02
H 1.7622 3.5196 6.0834 -0.11 0.17 -0.17
```
Forces are in eV/Å.

Table of Mulliken atomic charges, one value per atom, all in e: number 1, Ga, carries 0.34; number 2, F, carries -0.35; number 3, O, carries -0.28; number 4, O, carries -0.28; number 5, O, carries -0.28; number 6, O, carries -0.41; number 7, O, carries -0.27; number 8, O, carries -0.34; number 9, N, carries -0.64; number 10, C, carries -0.80; number 11, C, carries -0.51; number 12, C, carries -0.34; number 13, C, carries 0.16; number 14, C, carries -0.97; number 15, C, carries -0.78; number 16, C, carries -0.57; number 17, C, carries -0.58; number 18, C, carries 0.05; number 19, C, carries -0.36; number 20, C, carries -0.34; number 21, C, carries -0.16; number 22, C, carries -0.16; number 23, C, carries -0.42; number 24, C, carries -0.54; number 25, C, carries -0.56; number 26, C, carries -0.79; number 27, C, carries -0.35; number 28, C, carries -0.80; number 29, C, carries -0.17; number 30, H, carries 0.35; number 31, H, carries 0.30; number 32, H, carries 0.18; number 33, H, carries 0.34; number 34, H, carries 0.38; number 35, H, carries 0.32; number 36, H, carries 0.10; number 37, H, carries -0.39; number 38, H, carries 0.27; number 39, H, carries 0.29; number 40, H, carries 0.36; number 41, H, carries 0.32; number 42, H, carries 0.42; number 43, H, carries 0.12; number 44, H, carries 0.43; number 45, H, carries 0.32; number 46, H, carries 0.50; number 47, H, carries 0.35; number 48, H, carries 0.36; number 49, H, carries 0.23; number 50, H, carries 0.08; number 51, H, carries 0.23; number 52, H, carries 0.37; number 53, H, carries 0.38; number 54, H, carries 0.23; number 55, H, carries 0.23; number 56, H, carries 0.24; number 57, H, carries 0.35; number 58, H, carries 0.35; number 59, H, carries 0.33; number 60, H, carries -0.32; number 61, H, carries 0.28; number 62, H, carries 0.38; number 63, H, carries 0.10; number 64, H, carries 0.42; number 65, H, carries -0.06; number 66, H, carries 0.31; number 67, H, carries 0.36; number 68, H, carries 0.29; number 69, H, carries 0.39

---

# 2
C8H14NO4P | wB97M-V/def2-TZVPD

Computed properties:
Gap between HOMO and LUMO   8.858 eV
Structure (SMILES)   C[N+](C)(C)/C=C1\OP1[O-].C=CC(=O)O

XYZ file:
```
28
Properties=species:S:1:pos:R:3:forces:R:3
P -3.9935 0.4699 0.3437 0.22 -2.42 -1.63
O -1.0432 2.7725 1.8143 -1.23 0.17 0.38
O -2.9383 -0.0843 -1.1578 -0.86 -0.28 0.95
O 0.4513 1.6319 0.5343 -0.70 0.95 0.94
O -3.2682 1.5932 0.9471 0.92 1.61 0.95
N -0.3779 -1.5000 -0.6045 -2.05 -3.71 -1.47
C 0.0983 2.5692 1.2573 1.77 -0.28 -0.63
C -1.5484 -1.4265 0.3082 -0.55 1.91 -2.86
C 1.0291 3.7069 1.5462 0.58 -1.37 0.23
C -0.2456 -0.4509 -1.6047 0.25 3.27 0.31
C 0.8182 4.7428 2.3164 -2.57 0.43 -0.73
C -2.6564 -0.8179 -0.0686 -1.22 1.89 0.32
C 0.7956 -1.5544 0.2429 0.06 0.06 -0.39
C -0.6376 -2.7668 -1.3757 2.36 -0.84 -0.24
H 0.7297 -2.3918 0.8832 0.06 -1.04 0.60
H -1.2114 0.0294 -1.8533 0.49 -0.90 0.09
H 0.2855 -0.6839 -2.5755 -0.11 -0.21 1.66
H 0.1967 0.2913 -0.8981 0.32 0.33 -1.84
H -1.3864 -1.8776 1.1958 0.41 -1.30 2.66
H -1.1647 -2.5752 -2.2536 -1.73 0.79 -0.93
H 1.6502 -1.5843 -0.3903 0.87 -0.01 -0.23
H -0.1962 4.7462 2.7395 0.60 0.79 0.28
H 0.7172 -0.6647 0.8132 0.52 0.89 0.64
H 1.3820 5.6131 2.0295 0.47 0.37 1.21
H 2.0128 3.6508 1.1890 1.06 -0.46 -1.39
H -1.8335 2.2874 1.4579 -0.18 -0.66 -0.19
H -1.0732 -3.5731 -0.8314 -0.37 -0.14 0.76
H 0.2719 -3.1530 -1.8469 0.58 0.15 0.55
```
Forces are in eV/Å.

Table of Mulliken atomic charges, one value per atom, all in e: number 1, P, carries -0.15; number 2, O, carries -0.45; number 3, O, carries -0.51; number 4, O, carries -0.59; number 5, O, carries -0.48; number 6, N, carries 0.45; number 7, C, carries 0.48; number 8, C, carries -0.89; number 9, C, carries -0.38; number 10, C, carries -0.61; number 11, C, carries -0.65; number 12, C, carries 0.30; number 13, C, carries -1.08; number 14, C, carries -1.11; number 15, H, carries 0.37; number 16, H, carries 0.30; number 17, H, carries 0.31; number 18, H, carries 0.42; number 19, H, carries 0.66; number 20, H, carries 0.45; number 21, H, carries 0.39; number 22, H, carries 0.28; number 23, H, carries 0.44; number 24, H, carries 0.31; number 25, H, carries 0.38; number 26, H, carries 0.58; number 27, H, carries 0.37; number 28, H, carries 0.43

---

# 3
C7H8NOS | wB97M-V/def2-TZVPD

Computed properties:
Energy relative to the best compared isomer or geometry (same formula, charge and spin)   0.00 kcal per mole
Gap between HOMO and LUMO   8.938 eV
Charge   +1
Structure (SMILES)   [NH3+][C@@H]1Cc2sccc2C1=O

XYZ file:
```
18
Properties=species:S:1:pos:R:3:forces:R:3
S -3.1631 -0.7987 -0.0573 0.35 0.35 0.01
O 0.9776 2.2048 -0.1229 0.13 -0.06 0.02
N 2.1380 -0.2053 -0.2282 0.34 0.13 -0.12
C -1.3860 1.0142 0.1070 4.22 -0.01 0.17
C 0.2759 1.2785 0.1442 -4.31 -0.70 -0.23
C -0.2534 -1.1495 0.0339 0.02 -0.23 -0.07
C -1.5201 -0.3481 0.0626 0.00 0.48 -0.01
C -2.5894 1.7337 0.0314 -0.29 0.03 0.01
C -3.6313 0.8660 -0.0569 -0.01 -0.18 -0.06
C 0.8141 -0.1265 0.4559 -0.45 -0.15 0.34
H 2.0712 -0.7268 -1.1124 0.10 0.26 0.21
H 2.8836 -0.6238 0.3390 -0.22 0.07 -0.14
H -0.0674 -1.5090 -0.9835 0.06 -0.06 0.01
H -2.6831 2.8020 0.0542 -0.06 0.21 -0.02
H -0.2987 -2.0192 0.6915 0.15 0.05 -0.03
H -4.6750 1.0947 -0.1431 -0.23 0.12 0.05
H 2.3820 0.7977 -0.4216 0.06 -0.38 -0.03
H 0.9669 -0.1888 1.5365 0.15 0.07 -0.11
```
Forces are in eV/Å.

Table of Mulliken atomic charges, one value per atom, all in e: number 1, S, carries -0.11; number 2, O, carries -0.55; number 3, N, carries -0.25; number 4, C, carries 0.31; number 5, C, carries 0.46; number 6, C, carries -0.67; number 7, C, carries 0.11; number 8, C, carries -0.90; number 9, C, carries -0.16; number 10, C, carries -0.19; number 11, H, carries 0.37; number 12, H, carries 0.37; number 13, H, carries 0.32; number 14, H, carries 0.43; number 15, H, carries 0.36; number 16, H, carries 0.45; number 17, H, carries 0.36; number 18, H, carries 0.29

---

HOMO energy, record by record: -4.751, -8.346, -12.721 eV
LUMO level, record by record: 2.289, 0.512, -3.782 eV